Computed, not measured: a structure of composition C4H16N8O6V, with wB97M-V/def2-TZVPD.

```
35
Properties=species:S:1:pos:R:3:forces:R:3:lowdin_charge:R:1
N 0.71364 -1.30292 3.00816 -0.1 0.4 -0.2 0.185
H 1.11661 1.39646 4.70370 0.2 0.0 0.0 0.127
O -0.07252 1.95486 -1.70929 0.6 0.0 1.0 -0.034
O 1.12271 2.62928 0.91632 -1.2 -0.8 -0.9 -0.305
N -1.15172 0.88573 -3.39119 0.4 -0.1 0.0 0.199
H -2.67529 -2.09253 -1.13165 0.1 -0.2 0.0 0.107
H -2.95611 -1.80319 2.39731 -0.1 0.1 0.0 0.112
N 2.26717 0.04096 -1.89279 -0.5 0.6 0.3 0.208
C 1.68722 -0.60902 -0.86384 0.6 -0.4 0.2 -0.588
C 0.62468 0.02811 3.28950 0.8 -0.5 0.0 -0.608
H 1.93013 -0.15315 4.84251 0.0 0.2 0.3 0.111
H 0.37831 -1.55782 2.09708 0.0 -0.1 0.0 0.083
H -2.09747 -0.26643 2.38082 0.0 -0.2 0.3 0.102
H 2.10262 1.03483 -1.86012 0.2 0.0 -0.2 0.102
O 1.17660 0.00548 0.08834 0.0 -0.6 -0.5 -0.069
H 1.59015 -2.39420 0.03950 0.0 -0.2 -0.1 0.107
N -2.44080 -1.09235 1.91485 0.5 0.2 -0.5 0.189
N 0.37730 2.54510 -3.84606 0.3 -0.4 0.7 0.193
C -0.24737 1.77996 -2.91197 -1.2 -0.2 -0.8 -0.611
H 1.15955 -1.97624 3.60208 0.0 0.0 0.0 0.110
O -1.55160 -0.19679 0.05194 0.3 0.2 -0.6 -0.029
H -1.25970 0.73269 -4.37773 -0.1 0.1 0.0 0.111
C -2.19637 -1.10030 0.57701 -0.6 -0.2 0.6 -0.628
H 0.39710 2.25626 -4.80801 0.1 0.2 0.0 0.114
O 0.01617 0.79482 2.54310 -0.8 0.4 -0.5 -0.037
N -2.73471 -2.13050 -0.13245 0.3 0.3 0.2 0.178
H 1.10875 3.12512 -3.46804 0.1 0.1 -0.3 0.124
H 2.30787 -2.43861 -1.54910 0.1 -0.2 0.2 0.112
H -1.82569 0.46577 -2.77655 0.2 0.0 0.3 0.109
H 2.69936 -0.35878 -2.70429 0.0 -0.3 0.1 0.121
N 1.24733 0.44328 4.41583 -0.5 -0.2 -0.4 0.199
H -3.09632 -2.93748 0.33935 -0.2 0.0 -0.2 0.106
N 1.76150 -1.96656 -0.85178 -0.2 0.6 -0.1 0.194
O -1.39218 2.56727 0.61749 0.5 -0.6 0.0 -0.295
V -0.08695 1.69089 0.44998 0.5 1.4 1.1 0.900
```
Forces are in eV/Å.

**Total charge**: +1
**HOMO energy**: -12.22 eV

Computed, not measured: a cluster of 3 separate species, C4H16NO2 in total, with wB97M-V/def2-TZVPD.

```
23
Properties=species:S:1:pos:R:3:forces:R:3:nbo_charge:R:1
N -0.07624 -0.86143 0.37498 -0.5 0.9 0.1 -0.557
H 1.68392 1.29949 -1.60171 -0.1 0.5 0.4 0.246
C 0.36126 -1.73688 1.48872 0.3 -0.3 1.0 -0.431
H 1.67268 1.69202 0.14333 0.8 -0.5 0.5 0.234
H 1.91607 -0.75869 0.05940 0.3 -0.1 -1.0 0.219
H 0.17562 -2.76745 1.20459 -0.1 -0.1 0.0 0.227
H -2.22016 1.96104 -0.20738 -0.5 -0.2 0.0 0.485
H 0.20969 1.62280 -0.62377 -0.1 -0.5 -0.7 0.223
H 1.43264 -1.69314 1.72267 -0.4 0.5 -0.2 0.235
C 1.09529 -0.38062 -0.55681 -0.7 -0.2 0.6 -0.011
H -0.85085 -1.40975 -0.00365 0.5 0.2 -1.2 0.429
H -0.61293 -0.00529 0.62598 0.6 -0.1 0.7 0.493
H -0.06197 -0.63185 -2.42602 0.5 1.0 0.5 0.239
H -0.63481 2.57914 1.36586 0.8 0.0 0.0 0.475
C 0.85768 -0.99940 -1.92134 -2.2 -1.0 -0.1 -0.650
O -2.22470 1.03720 -0.47387 0.4 -0.6 -0.4 -0.966
H 0.38988 -1.99249 -1.73885 1.5 -0.2 -0.4 0.215
H -0.19603 -1.51660 2.39603 -0.1 0.1 -0.1 0.241
H -3.07353 0.62623 -0.29111 -0.3 0.5 0.0 0.492
H -1.77208 1.99430 2.02656 -0.3 -0.6 0.5 0.480
C 1.18779 1.12969 -0.63717 -0.7 0.6 -0.5 -0.644
H 1.62180 -0.92518 -2.69371 0.3 -0.4 0.6 0.262
O -0.88101 1.73687 1.76728 -0.2 0.7 0.0 -0.938
```
Forces are in eV/Å.

**Total charge**: +1
**HOMO energy**: -15.25 eV

Computed, not measured: a cluster of 3 separate species, C4H16NO2 in total, with wB97M-V/def2-TZVPD.

```
23
Properties=species:S:1:pos:R:3:forces:R:3:nbo_charge:R:1
O -2.17337 2.11555 0.75719 0.5 -0.3 0.4 -0.950
H -0.81224 -0.04105 -2.97224 -0.4 0.0 0.0 0.252
H 0.47503 -0.42612 1.06598 -0.1 -0.3 -0.2 0.439
H 0.06505 -2.41825 -1.97533 -0.2 0.0 0.0 0.249
C -0.31143 -0.60493 -0.93384 -1.1 -0.1 0.6 -0.011
H 1.40464 -1.34031 -1.86196 0.4 -0.2 0.1 0.213
H -0.62320 0.70853 0.64724 0.2 0.7 -0.1 0.467
H 0.98505 0.77925 0.11178 -0.2 0.2 -0.2 0.431
H 1.03061 2.76569 3.90538 0.0 -0.1 0.2 0.489
H 0.44916 0.84058 -2.19008 -0.1 0.8 -0.3 0.209
H -1.88796 2.64736 1.50897 0.3 0.4 -0.1 0.489
H -1.26626 -0.95871 -0.52492 0.0 -0.2 -0.4 0.202
C 0.59504 -1.77531 -1.27730 0.5 1.0 0.2 -0.430
O 0.86765 2.44482 3.01422 -0.2 0.0 -0.3 -0.961
H 0.23714 -3.21983 0.23316 -0.1 -0.2 0.3 0.225
C 1.07371 -2.61742 -0.09653 0.5 -0.7 -0.2 -0.642
N 0.18131 0.17420 0.29125 0.2 -0.3 0.3 -0.699
C -0.55106 0.44038 -2.03790 0.8 -1.1 1.0 -0.626
H 1.55709 -2.18584 0.79278 -0.3 0.6 -0.4 0.203
H 1.86048 -3.30209 -0.44049 -0.4 0.0 -0.1 0.253
H 1.01315 3.22554 2.47383 0.1 0.1 -0.1 0.473
H -2.86553 1.60782 1.18288 -0.6 -0.3 -0.2 0.484
H -1.30409 1.14012 -1.67405 0.2 0.3 -0.5 0.243
```
Forces are in eV/Å.

**Total charge**: +1
**HOMO energy**: -15.27 eV

Computed, not measured: a cluster of 3 separate species, C4H16NO2 in total, with wB97M-V/def2-TZVPD.

```
23
Properties=species:S:1:pos:R:3:forces:R:3:nbo_charge:R:1
H 0.30225 -3.31644 4.37325 0.1 -0.1 0.1 0.484
C -0.39381 1.34057 -2.30051 0.1 0.5 -0.2 -0.641
C 0.93236 1.05495 -1.61065 -0.1 -0.6 1.0 -0.409
O -3.01538 -0.60021 -0.19838 -0.2 -0.6 0.1 -0.965
H 2.61606 1.35454 0.84855 0.0 0.0 -0.7 0.258
H -0.25955 1.80562 -3.27727 0.1 0.2 0.2 0.254
H -0.99279 0.46354 -2.54407 0.0 -0.2 0.4 0.215
H 1.38676 0.11429 -1.95731 0.1 0.4 -0.3 0.201
H -0.95940 2.01897 -1.64857 -0.2 0.0 -0.4 0.209
H -3.52787 -1.41392 -0.12474 0.4 -0.5 -0.4 0.493
C 2.08064 0.44239 0.53780 0.7 1.4 1.5 -0.669
H -0.08871 -0.95925 0.85607 -0.3 0.5 0.4 0.447
H -1.09792 -0.03453 -0.19737 -0.6 -0.8 0.5 0.473
H 0.02943 -1.07259 -0.74025 0.2 0.1 -0.2 0.427
C 0.76419 0.82445 -0.08775 0.5 -1.4 -0.9 -0.025
H -3.63498 -0.04333 0.25604 -0.3 1.2 0.3 0.487
N -0.16685 -0.40494 0.00494 0.2 0.7 -0.6 -0.701
H 1.67633 1.84171 -1.70403 -0.1 0.1 -0.3 0.245
H 0.23223 1.63678 0.40421 0.1 -0.1 0.1 0.224
H 2.00952 0.02181 1.54750 -0.4 -0.7 -0.4 0.241
O 0.14938 -2.55786 3.80547 0.1 0.2 -0.3 -0.951
H 2.74989 -0.11732 -0.10849 -0.2 -0.2 0.0 0.237
H -0.79176 -2.39925 3.86555 -0.3 0.0 0.2 0.467
```
Forces are in eV/Å.

**Total charge**: +1
**HOMO energy**: -14.58 eV

| no. | lowest unoccupied orbital energy (eV) |
| --- | --- |
| 1 | -2.38 |
| 2 | -3.06 |
| 3 | -3.01 |
| 4 | -3.01 |